(1)
ORCA calculation (wB97M-V/def2-TZVPD) on C24H45BGaNO5 as an isolated structure.

Lowest unoccupied orbital energy   -1.3 eV
Max |F|   2.4 eV/A
Kohn-Sham gap   4.681 eV
Highest occupied orbital energy   -5.95 eV

```
77
Properties=species:S:1:pos:R:3:forces:R:3:lowdin_charge:R:1
C 5.000634 4.657837 2.067273 -0.17 -0.84 -1.45 -0.085
C 4.400520 3.235719 2.458657 -0.14 1.72 1.55 -0.281
O 5.396475 2.229395 2.654811 -0.49 0.22 -1.65 -0.061
B 5.839965 1.644789 1.430616 0.64 0.60 -0.20 -0.587
O 6.563221 2.483655 0.534707 -0.44 -0.44 0.87 0.034
Ga 5.574411 -0.351236 0.836708 -0.21 -0.31 0.71 0.518
C 6.051168 -1.657360 2.398112 0.04 -0.60 -0.65 -0.266
C 6.444134 -3.089814 1.837623 0.31 0.18 0.54 -0.200
C 7.430831 -3.077962 0.634409 0.01 0.49 -0.37 -0.533
O 7.283660 -3.715511 -0.374647 -0.07 -0.16 0.78 0.077
O 8.595051 -2.287966 0.716696 -0.97 -0.20 0.37 0.005
C 3.608629 -0.791373 0.301676 1.40 -0.43 -1.06 -0.256
O 2.686012 0.059361 1.037203 -1.27 -1.08 -0.13 -0.168
C 1.393458 -0.409885 1.032290 -1.53 -0.58 -0.33 -0.197
C 0.769165 -0.830444 -0.243937 -1.21 -0.34 1.00 0.033
C -0.584437 -1.352259 -0.335725 0.87 0.71 2.13 -0.261
C -1.183400 -1.802170 -1.698530 0.53 0.06 0.62 -0.090
C -1.359116 -1.415470 0.917670 1.91 0.58 -0.46 -0.083
C -0.743782 -1.009043 2.164900 0.93 0.19 -1.50 -0.045
C 0.640075 -0.495793 2.276599 -1.62 -0.60 -1.53 -0.104
C 1.137100 -0.149368 3.708100 0.48 0.08 -0.09 -0.355
C 2.242411 0.959757 3.800393 0.32 0.00 0.96 -0.089
C 1.701642 -1.477689 4.390557 -0.38 0.49 -1.20 -0.060
H 4.945809 4.707230 0.939413 0.22 0.23 1.11 0.070
H 4.402628 5.511380 2.472794 0.53 -0.76 -0.12 0.064
H 6.088684 4.724474 2.318079 -1.06 -0.02 0.10 0.082
H 3.576820 2.945154 1.755888 0.85 -0.01 0.36 0.117
H 3.908066 3.389254 3.465231 0.44 -0.41 -0.95 0.109
H 6.949261 1.938068 -0.169378 -0.41 0.15 0.29 0.052
H 6.598757 -0.625486 -0.393903 -0.11 -0.01 -0.05 -0.012
H 6.867828 -1.254117 3.052862 -0.83 -0.40 -0.39 0.050
H 5.092053 -1.790758 2.967631 0.98 0.19 -0.14 0.032
H 6.929893 -3.694911 2.662481 -0.36 0.41 -0.90 0.111
H 5.524759 -3.647489 1.515553 0.93 0.50 0.11 0.108
H 8.341454 -1.351981 0.831253 -0.15 -0.48 0.17 0.068
H 3.451958 -1.887660 0.502647 -0.34 1.00 -0.03 0.076
H 3.542814 -0.634534 -0.816002 -0.32 -0.08 1.08 0.053
H 1.352399 -0.766564 -1.193941 -0.38 0.00 1.10 0.110
H -0.763089 -1.130366 -2.489865 -0.72 -0.51 0.48 0.076
H -0.893658 -2.848797 -1.984900 -0.19 0.88 0.43 0.083
H -2.302455 -1.777646 -1.625479 0.90 0.12 -0.32 0.047
H -2.412878 -1.778538 0.872459 0.94 0.24 0.24 0.080
H -1.346411 -1.101851 3.094888 0.55 0.15 -0.71 0.101
H 0.241562 0.251208 4.268977 0.80 -0.64 -0.48 0.127
H 1.887617 1.987422 3.511708 0.31 -1.11 -0.07 0.081
H 2.520602 1.041766 4.895307 -0.34 -0.04 -1.00 0.088
H 3.205825 0.688353 3.286133 -1.19 0.37 0.25 0.079
H 2.708356 -1.645940 3.910150 -0.88 0.01 0.77 0.080
H 1.768320 -1.376037 5.500969 0.05 -0.15 -0.94 0.077
H 1.035810 -2.327774 4.076647 0.65 0.65 0.64 0.075
C -3.572693 1.094366 -1.782344 0.10 -0.04 0.02 -0.088
C -4.752493 0.491394 -1.028691 0.08 0.36 -0.07 -0.217
C -5.804315 -0.239550 -1.859199 0.08 0.04 0.39 -0.102
N -6.503200 0.596405 -2.930481 -0.46 0.01 -0.16 -0.235
C -6.778761 1.993744 -2.444295 0.30 -0.25 -0.12 0.018
C -5.716304 0.574521 -4.238324 0.05 -0.09 0.02 -0.088
C -6.195403 -0.671068 -4.954304 0.12 -0.19 -0.02 -0.150
C -7.683626 -0.710174 -4.665518 -0.36 -0.17 -0.24 -0.145
C -7.859369 -0.042521 -3.306260 0.00 0.03 -0.03 -0.078
H -3.868316 1.832695 -2.529283 0.02 0.02 0.02 0.059
H -2.911998 1.603736 -1.079918 0.02 -0.12 -0.03 0.097
H -2.992528 0.314256 -2.276650 0.06 0.06 -0.04 0.062
H -5.231363 1.269156 -0.426631 -0.05 -0.11 0.00 0.110
H -4.354093 -0.226679 -0.305281 -0.15 -0.08 -0.10 0.117
H -6.583375 -0.588930 -1.178639 -0.02 0.04 -0.15 0.131
H -5.375448 -1.114280 -2.351395 -0.09 0.10 -0.13 0.137
H -5.843243 2.517559 -2.275279 -0.02 -0.06 0.10 0.096
H -7.360035 1.925999 -1.526278 0.04 0.06 -0.04 0.121
H -7.337471 2.520977 -3.212980 -0.07 -0.08 0.00 0.110
H -5.970539 1.480453 -4.793779 0.01 -0.06 0.12 0.145
H -4.649875 0.541433 -4.039867 -0.05 0.23 0.16 0.119
H -5.707734 -1.561896 -4.552387 0.07 0.08 -0.03 0.120
H -5.984102 -0.637279 -6.022935 0.08 0.05 0.10 0.131
H -8.074860 -1.727453 -4.669646 0.01 0.07 0.03 0.124
H -8.234214 -0.153130 -5.426279 0.04 -0.02 0.06 0.122
H -8.160410 -0.734766 -2.522102 0.16 0.11 0.02 0.129
H -8.604844 0.750000 -3.375018 0.17 -0.01 0.22 0.127
```
Forces are in eV/Å.

***

(2)
ORCA calculation (wB97M-V/def2-TZVPD) on C24H45NO3P2Re as an isolated structure.

Lowest unoccupied orbital energy (spin up / spin down)   -8.7 / -9.7 eV
Net charge   +2
ΔE to the lowest compared entry with this formula, charge and spin   3.713 eV
Max |F|   6.1 eV/A
2S+1   4
Kohn-Sham gap (spin up / spin down)   4.460 / 3.446 eV
Highest occupied orbital energy (spin up / spin down)   -13.17 / -13.10 eV

```
76
Properties=species:S:1:pos:R:3:forces:R:3:lowdin_charge:R:1
Re -1.196070 0.309891 -1.599269 -3.26 0.19 4.11 1.675
C -2.267828 1.627308 0.160495 0.65 -0.87 0.96 -0.245
C -3.118086 0.832118 -0.727891 -0.77 -0.95 1.66 -0.330
C -2.148554 -0.570204 0.884330 -0.91 -1.26 -0.77 -0.136
C -1.809770 0.759554 1.210422 0.09 2.19 -0.85 -0.140
C -2.951561 -0.560837 -0.319864 0.30 1.02 0.02 -0.287
C -2.132269 3.108932 0.151339 0.08 0.43 0.01 -0.018
H -2.408996 3.522484 -0.823323 -0.02 0.02 0.22 0.089
H -1.094209 3.409713 0.359164 -0.31 -0.08 0.00 0.089
H -2.775552 3.565048 0.922289 0.18 -0.12 -0.28 0.118
C -1.251162 1.224468 2.498758 0.51 -0.06 0.27 -0.001
H -0.826790 2.229941 2.421797 -0.12 -0.26 -0.07 0.074
H -0.466848 0.546714 2.866103 -0.37 0.39 -0.39 0.044
H -2.035964 1.260378 3.275204 0.02 -0.09 -0.35 0.134
C -1.921467 -1.769582 1.727143 0.44 0.01 0.23 0.008
H -2.861524 -2.069580 2.212335 0.01 0.05 -0.17 0.127
H -1.188106 -1.593652 2.527973 -0.27 0.01 -0.39 0.062
H -1.563328 -2.614826 1.127955 -0.18 0.12 0.07 0.079
C -3.734297 -1.712802 -0.831822 -0.20 -0.59 -0.28 -0.003
H -4.624157 -1.377711 -1.374698 0.12 -0.13 0.18 0.097
H -4.046587 -2.339693 0.011844 -0.06 0.09 -0.24 0.105
H -3.155639 -2.350165 -1.511196 -0.20 0.02 0.19 0.081
C -4.180994 1.376974 -1.620513 0.37 -0.17 -0.42 0.016
H -5.020753 1.772324 -1.028736 0.28 -0.08 -0.01 0.131
H -4.560546 0.595776 -2.286526 -0.02 0.24 0.11 0.089
H -3.775564 2.194026 -2.224930 -0.21 0.02 0.00 0.100
C 0.702165 0.807976 -1.772312 2.50 1.83 -0.01 -0.275
C -0.200704 1.788231 -2.417858 2.29 1.78 -1.20 -0.295
C -0.221099 1.831597 -3.941798 -0.67 0.64 -0.16 -0.149
C -1.068502 0.680742 -4.517116 -0.37 0.28 -0.33 -0.142
C -1.685126 -0.179747 -3.414717 0.11 -1.15 -2.60 -0.301
C -0.863298 -1.229845 -2.763801 -0.20 -2.44 -1.76 -0.297
C 0.601800 -1.349722 -3.138249 0.31 -0.82 0.26 -0.146
C 1.473778 -0.183418 -2.621903 0.35 -0.32 0.44 -0.134
H 0.799735 1.832089 -4.339637 -0.16 -0.01 0.15 0.124
H -0.477286 0.069491 -5.207905 -0.20 -0.04 0.15 0.125
H -0.678092 2.779407 -4.257239 0.24 -0.19 0.13 0.125
H 1.949549 0.327432 -3.467129 -0.16 0.13 0.22 0.129
H 1.226751 1.167512 -0.888333 -0.14 -0.09 0.31 0.084
H -0.210645 2.771766 -1.947978 -0.02 -0.17 0.26 0.126
H 2.284404 -0.582784 -2.001956 -0.21 0.05 -0.14 0.121
H 0.987890 -2.283111 -2.709345 -0.17 0.20 -0.12 0.116
H -1.369335 -2.182490 -2.597094 0.06 0.19 0.02 0.121
H 0.690396 -1.453697 -4.226570 -0.11 0.06 0.18 0.131
H -1.893395 1.106698 -5.097214 0.20 -0.14 0.01 0.124
H -2.710767 -0.483286 -3.633739 0.00 -0.05 0.37 0.141
P 2.484712 2.045918 1.799499 0.16 -0.01 0.13 0.534
C 1.972960 2.840571 3.344241 0.03 -0.08 -0.15 -0.167
H 2.662424 3.660852 3.581229 -0.17 -0.18 0.05 0.072
H 1.986527 2.086943 4.143178 0.02 0.41 -0.22 0.028
H 0.958110 3.240579 3.233543 0.25 0.01 0.07 0.045
C 4.114200 1.354500 2.162003 -0.14 0.22 -0.10 -0.158
H 4.842014 2.160488 2.317213 -0.08 -0.26 0.03 0.066
H 4.426580 0.722292 1.323513 0.01 0.12 0.19 0.058
H 4.023561 0.749667 3.073015 0.12 0.09 -0.23 0.054
C 2.679585 3.394222 0.603698 0.10 -0.01 0.12 -0.168
H 2.780821 2.964896 -0.399808 0.07 0.13 0.17 0.047
H 3.562391 4.001848 0.836030 -0.22 -0.05 -0.12 0.065
H 1.784935 4.029977 0.636096 0.21 -0.11 -0.03 0.052
P 1.528316 -2.950983 1.051645 -0.09 -0.27 -0.26 0.768
C 0.590171 -4.489125 0.651719 0.02 0.08 -0.14 -0.318
H 1.273882 -5.328057 0.466823 -0.29 0.07 0.11 0.051
H -0.030708 -4.320689 -0.237610 0.12 -0.20 0.11 0.016
H -0.068456 -4.718844 1.499772 0.12 -0.08 -0.26 0.036
C 3.100635 -3.253301 0.131332 -0.10 0.34 -0.01 -0.309
H 2.897459 -3.436773 -0.933509 0.11 0.05 0.27 0.031
H 3.650095 -4.101371 0.561963 -0.11 0.19 -0.23 0.046
H 3.701201 -2.337106 0.223568 0.04 -0.34 -0.11 0.026
C 2.087390 -3.425998 2.730848 -0.17 0.55 0.12 -0.307
H 2.852018 -4.205464 2.674561 -0.14 0.07 0.21 0.050
H 1.214051 -3.761828 3.304211 0.33 0.00 -0.04 0.034
H 2.477898 -2.518785 3.213351 0.14 -0.42 0.05 0.021
O 1.763842 -0.032228 4.820594 -3.21 -0.02 -1.76 0.079
N 0.679022 -0.415027 4.354797 3.37 -3.93 3.18 -0.090
O 0.253254 -1.575645 4.500362 0.05 3.63 -1.10 0.066
O 1.529530 1.007013 1.285605 -0.28 0.11 -0.05 -0.417
```
Forces are in eV/Å.

***

no.,energy (a.u.)
1,-3321.9184
2,-1982.1220